DFT (ωB97M-V with the def2-TZVPD basis set) results for a 2-piece molecular cluster, C5H14NO2 overall in a non-equilibrium geometry.

Atoms and positions in Å:
C -1.283 0.633 -2.174
C -0.400 1.639 -1.365
N -0.278 1.446 0.081
C 1.446 -0.447 -0.158
C 0.336 0.210 0.661
C -0.800 -0.972 0.892
O -0.510 -1.832 1.867
H -0.972 0.767 -3.213
H -2.295 0.999 -2.204
H -1.286 -0.353 -1.695
H -0.813 2.644 -1.444
H 0.653 1.609 -1.711
H -1.169 1.541 0.575
H 1.029 -0.731 -1.127
H 2.458 -0.043 -0.260
H 1.621 -1.370 0.408
H 0.739 0.561 1.586
H -1.780 -0.508 1.119
H -0.968 -1.546 -0.096
H 1.836 -0.723 3.049
H 0.727 -1.857 2.314
O 1.708 -1.668 2.895

Output
Relative energy (zero: lowest compared OMol25 entry of this formula, charge and spin) (kJ/mol): 106.4
Energy (eV): -10996.503
Lowest unoccupied orbital energy (eV): 3.739
Net charge: -1
Highest occupied orbital energy (eV): -3.458